# 1
The following is a quantum chemistry calculation of 2 unconnected molecules or ions with the total composition C15H23FO7 in a non-equilibrium geometry, from the OMol25 dataset.

Element x y z (Å)
C (-3.1683, 2.3549, -2.9242)
C (-3.1119, 1.2710, -4.1966)
O (-4.1773, 0.5213, -4.4957)
O (-1.7949, 1.1982, -4.8895)
C (-1.5606, -0.1385, -5.4573)
C (-1.1678, -1.2858, -4.3067)
C (-0.5107, -0.5444, -2.9740)
C (-1.0743, -0.6534, -1.5988)
C (-2.3856, -1.5133, -1.1206)
C (-2.2298, -2.2758, 0.3229)
C (-0.7864, -3.0134, 0.5681)
F (-3.2658, -3.3756, 0.3218)
C (-0.1245, 0.2897, -0.6133)
O (-0.1292, 0.1976, 0.7188)
O (0.6065, 1.1560, -1.5515)
C (0.7824, 0.4530, -2.8318)
O (1.7162, 0.5238, -3.7837)
H (-3.8806, 1.9961, -2.0618)
H (-2.0726, 2.3587, -2.4525)
H (-3.3689, 3.4451, -3.3008)
H (-0.5754, -0.0448, -6.1249)
H (-2.4006, -0.5118, -6.1973)
H (-0.4437, -2.1043, -4.7612)
H (-2.1841, -1.8510, -4.0642)
H (-2.7029, -2.2675, -1.9886)
H (-3.3092, -0.7668, -1.0018)
H (-2.5351, -1.5555, 1.1989)
H (-0.6384, -3.1021, 1.7494)
H (-0.7173, -4.1073, 0.1242)
H (0.1469, -2.4274, 0.1746)
C (1.4612, 1.2005, 5.5252)
O (2.7674, 1.7639, 5.4740)
C (3.7828, 0.7634, 5.3551)
C (4.3056, 0.6713, 3.9171)
O (3.3018, 0.1632, 3.0320)
C (2.6932, 1.1914, 2.2613)
H (0.7343, 2.0113, 5.4113)
H (1.2985, 0.4751, 4.7227)
H (1.3020, 0.7237, 6.4970)
H (3.4173, -0.2108, 5.7044)
H (4.6078, 1.0666, 6.0090)
H (5.1392, -0.0367, 3.8927)
H (4.6772, 1.6423, 3.5714)
H (3.3890, 1.5401, 1.4921)
H (2.3780, 2.0332, 2.8839)
H (1.8088, 0.7746, 1.7689)

**HOMO-LUMO gap**: 7.44 eV
**Energy**: -32968.6922 eV
**LUMO**: -1.7 eV
**2S+1**: 1

# 2
The following is a quantum chemistry calculation of a gas-phase ion, C5H7Br2N2 (charge +1) in a non-equilibrium geometry, from the OMol25 dataset.

Element x y z (Å)
N (1.7261, -1.3681, 1.2171)
C (0.9236, -1.0485, 0.2199)
Br (-0.3836, -2.3794, -0.0654)
C (1.2087, 0.0064, -0.6487)
C (0.2357, 0.6249, -1.5375)
C (-1.1116, 0.8344, -1.2923)
C (-1.6317, 0.5710, -0.0499)
N (-0.8165, 0.5519, 1.0241)
Br (-3.6223, 0.4070, 0.2649)
H (1.4955, -1.9736, 1.9560)
H (2.4028, -0.5546, 1.3162)
H (2.1940, 0.3391, -0.7120)
H (0.4520, 1.0394, -2.4695)
H (-1.8325, 1.2747, -2.0370)
H (0.0763, 0.8824, 0.8583)
H (-1.3164, 0.7930, 1.9559)

**HOMO-LUMO gap (spin up / spin down)**: 7.18 / 7.18 eV
**Charge**: +1
**Energy**: -148354.6109 eV
**Energy above the lowest of the compared OMol25 structures with the same formula, charge and spin**: 48.34 kcal/mol
**LUMO (spin up / spin down)**: -5.5 / -5.5 eV
**2S+1**: 1